Record 1
Below is a cluster of 2 separate species, C3H4N2O in total, with properties calculated with ωB97M-V/def2-TZVPD.

Calculated values
**Strongest force on any atom**: 0.006 Eh/bohr
**Spin multiplicity**: 1
**Gap between HOMO and LUMO**: 9.324 eV
**Energy above the lowest of the compared OMol25 structures with the same formula, charge and spin**: 81.6 kcal per mole

Last columns: bonded neighbours and bond lengths (Å).
Atoms and positions in Å:
1 O -1.44098 1.38894 0.58076  C2 1.291
2 C -0.53903 0.64394 0.03466  O1 1.291, C3 1.416, N6 1.354
3 C -0.84569 -0.72544 -0.15515  C2 1.416, N4 1.416, H8 1.087
4 N 0.37767 -1.43045 -0.26768  C3 1.416, C5 1.285
5 C 1.29644 -0.53358 -0.20448  N4 1.285, N6 1.409, H9 1.084
6 N 0.80532 0.77835 -0.05560  C2 1.354, C5 1.409, H10 1.009
7 H -1.65408 0.06941 0.80882  no bonds
8 H -1.69471 -1.05226 -0.74929  C3 1.087
9 H 2.36363 -0.71425 -0.26232  C5 1.084
10 H 1.33143 1.57534 0.27029  N6 1.009

***

Record 2
Below is the molecule C3H4N2O in a non-equilibrium geometry, with properties calculated with ωB97M-V/def2-TZVPD.

Calculated values
**Strongest force on any atom**: 0.169 Eh/bohr
**Spin multiplicity**: 1
**SMILES**: Oc1cnc[nH]1
**Gap between HOMO and LUMO**: 8.753 eV
**Energy above the lowest of the compared OMol25 structures with the same formula, charge and spin**: 78.5 kcal per mole

Last columns: bonded neighbours and bond lengths (Å).
Atoms and positions in Å:
1 O 0.25904 -1.97379 0.77292  C2 1.404, H7 1.165
2 C 0.14413 -0.61564 0.43443  O1 1.404, C3 1.300, N6 1.386
3 C 0.93254 0.36936 0.74614  C2 1.300, N4 1.324, H8 1.088
4 N 0.74682 1.49653 0.07773  C3 1.324, C5 1.330
5 C -0.22744 1.24257 -0.79115  N4 1.330, N6 1.336, H9 1.202
6 N -0.53721 -0.04726 -0.63046  C2 1.386, C5 1.336, H10 1.225
7 H -0.85636 -2.25655 0.59373  O1 1.165
8 H 1.75913 0.41644 1.45230  C3 1.088
9 H -0.50919 1.72171 -1.85694  C5 1.202
10 H -1.71145 -0.35337 -0.79870  N6 1.225

***

Record 3
Below is the molecule C3H4N2O in a non-equilibrium geometry, with properties calculated with ωB97M-V/def2-TZVPD.

Calculated values
**Strongest force on any atom**: 0.174 Eh/bohr
**Spin multiplicity**: 1
**SMILES**: [H]/N=C(/C#C)NO
**Gap between HOMO and LUMO**: 10.328 eV
**Energy above the lowest of the compared OMol25 structures with the same formula, charge and spin**: 131.3 kcal per mole

Last columns: bonded neighbours and bond lengths (Å).
Atoms and positions in Å:
1 H 0.92958 1.99825 -0.30014  N2 1.055
2 N -0.10660 1.82958 -0.19765  H1 1.055, C3 1.257
3 C -0.06162 0.58158 -0.05350  N2 1.257, C4 1.419, N6 1.454
4 C -1.18328 -0.26420 0.14901  C3 1.419, C5 1.291
5 C -2.33316 -0.81869 -0.04313  C4 1.291, H8 1.036
6 N 1.12822 -0.02674 0.52063  C3 1.454, O7 1.542, H9 1.082
7 O 1.64271 -1.17146 -0.37489  N6 1.542, H10 0.946
8 H -3.31966 -1.13524 -0.01426  C5 1.036
9 H 1.85455 0.77515 0.48876  N6 1.082
10 H 1.71091 -1.87850 0.24962  O7 0.946

***

Record 4
Below is the molecule C3H4N2O, with properties calculated with ωB97M-V/def2-TZVPD.

Calculated values
**Strongest force on any atom**: 0.011 Eh/bohr
**Spin multiplicity**: 1
**Gap between HOMO and LUMO (spin up / spin down)**: 7.736 / 7.652 eV
**Energy above the lowest of the compared OMol25 structures with the same formula, charge and spin**: 97.4 kcal per mole

Last columns: bonded neighbours and bond lengths (Å).
Atoms and positions in Å:
1 C 0.63155 -0.16464 1.57552  C2 1.493, H7 1.091, H8 1.094, H9 1.092
2 C 0.12952 0.40267 0.28862  C1 1.493, N3 1.232, N6 1.411
3 N -0.33039 1.49440 -0.05114  C2 1.232
4 O -1.44212 0.76926 -2.07792  C5 1.223
5 C -0.70408 -0.18266 -1.86762  O4 1.223, N6 1.338, H10 1.105
6 N 0.19830 -0.36108 -0.89573  C2 1.411, C5 1.338
7 H 0.57569 0.55507 2.39375  C1 1.091
8 H 0.02569 -1.04570 1.80556  C1 1.094
9 H 1.66302 -0.48923 1.42235  C1 1.092
10 H -0.71992 -1.07431 -2.51978  C5 1.105

***

Record 5
Below is a cluster of 2 separate species, C3H4N2O in total in a non-equilibrium geometry, with properties calculated with ωB97M-V/def2-TZVPD.

Calculated values
**Strongest force on any atom**: 0.034 Eh/bohr
**Spin multiplicity**: 1
**Gap between HOMO and LUMO**: 9.429 eV
**Energy above the lowest of the compared OMol25 structures with the same formula, charge and spin**: 146.5 kcal per mole

Last columns: bonded neighbours and bond lengths (Å).
Atoms and positions in Å:
1 O -2.15793 0.12924 0.37850  C2 1.336, H7 0.968
2 C -0.86303 0.44919 0.29769  O1 1.336, C3 1.269
3 C 0.19397 1.11819 0.50840  C2 1.269, H8 1.077
4 C 1.71073 -0.19408 -0.17437  N5 1.228, H9 1.102
5 N 1.02718 -1.04817 -0.73225  C4 1.228, N6 1.284
6 N -0.24194 -1.12091 -0.91194  N5 1.284, H10 1.031
7 H -2.70458 0.85083 0.72041  O1 0.968
8 H 0.75863 1.98191 0.81680  C3 1.077
9 H 2.80351 -0.09642 -0.27603  C4 1.102
10 H -0.52654 -2.06977 -0.62720  N6 1.031

***

Record 6
Below is the molecule C3H4N2O in a non-equilibrium geometry, with properties calculated with ωB97M-V/def2-TZVPD.

Calculated values
**Strongest force on any atom**: 0.023 Eh/bohr
**Spin multiplicity**: 1
**SMILES**: [H]/N=C/OCC#N
**Gap between HOMO and LUMO**: 11.748 eV
**Energy above the lowest of the compared OMol25 structures with the same formula, charge and spin**: 34.4 kcal per mole

Last columns: bonded neighbours and bond lengths (Å).
Atoms and positions in Å:
1 H 0.19620 2.73194 -0.37384  N2 1.015
2 N 0.30248 1.72215 -0.38219  H1 1.015, C3 1.261
3 C -0.78414 1.14760 -0.10149  N2 1.261, O4 1.352, H8 1.093
4 O -0.92697 -0.19516 -0.04403  C3 1.352, C5 1.423
5 C 0.24231 -0.96816 -0.28685  O4 1.423, C6 1.471, H9 1.093, H10 1.093
6 C 0.64032 -1.71189 0.91823  C5 1.471, N7 1.156
7 N 0.99946 -2.33421 1.82393  C6 1.156
8 H -1.74658 1.61282 0.12424  C3 1.093
9 H 1.06558 -0.32087 -0.59861  C5 1.093
10 H 0.01134 -1.68422 -1.07939  C5 1.093

***

Record 7
Below is the molecule C3H4N2O, with properties calculated with ωB97M-V/def2-TZVPD.

Calculated values
**Strongest force on any atom**: 0.009 Eh/bohr
**Spin multiplicity**: 1
**SMILES**: Nc1ccon1
**Gap between HOMO and LUMO**: 10.826 eV
**Energy above the lowest of the compared OMol25 structures with the same formula, charge and spin**: 44.2 kcal per mole

Last columns: bonded neighbours and bond lengths (Å).
Atoms and positions in Å:
1 N 1.52656 -1.01543 -0.04475  C2 1.401, H7 1.011, H8 1.009
2 C 0.42723 -0.16093 -0.19547  N1 1.401, C3 1.424, N6 1.311
3 C -0.62691 -0.03937 0.75394  C2 1.424, C4 1.348, H9 1.078
4 C -1.48538 0.80512 0.14782  C3 1.348, O5 1.339, H10 1.080
5 O -1.01557 1.17723 -1.04955  C4 1.339, N6 1.387
6 N 0.21208 0.56747 -1.26388  C2 1.311, O5 1.387
7 H 2.29336 -0.59125 0.45972  N1 1.011
8 H 1.86281 -1.38857 -0.91936  N1 1.009
9 H -0.73973 -0.55722 1.69286  C3 1.078
10 H -2.45304 1.20049 0.41900  C4 1.080

***

Record 8
Below is the molecule C3H4N2O, with properties calculated with ωB97M-V/def2-TZVPD.

Calculated values
**Strongest force on any atom**: 0.014 Eh/bohr
**Spin multiplicity**: 1
**SMILES**: C=C=C(N)N=O
**Gap between HOMO and LUMO**: 8.391 eV
**Energy above the lowest of the compared OMol25 structures with the same formula, charge and spin**: 111.9 kcal per mole

Last columns: bonded neighbours and bond lengths (Å).
Atoms and positions in Å:
1 C 0.73433 -0.18399 1.74188  C2 1.309, H7 1.089, H8 1.089
2 C 0.66154 -0.26267 0.43680  C1 1.309, C3 1.312
3 C -0.10998 -0.05770 -0.60376  C2 1.312, N4 1.392, N5 1.473
4 N -0.00553 -0.30797 -1.96879  C3 1.392, H9 1.009, H10 1.012
5 N -1.44511 0.47193 -0.27508  C3 1.473, O6 1.198
6 O -1.68598 0.65151 0.88487  N5 1.198
7 H 1.10300 0.70836 2.24508  C1 1.089
8 H 0.42602 -1.01869 2.36935  C1 1.089
9 H 0.93744 -0.29817 -2.32648  N4 1.009
10 H -0.61573 0.29738 -2.50387  N4 1.012